(1)
This record from OMol25 describes a cluster of 12 separate species, C40H56Cl6F24N2O18 in total. The level of theory is wB97M-V/def2-TZVPD.

Geometry as XYZ:
```
146
Properties=species:S:1:pos:R:3:forces:R:3
C -5.544 -2.244 0.858 1.22 -3.08 -1.76
O -5.771 -2.478 -0.340 0.09 1.36 1.83
N -4.678 -3.075 1.562 -0.36 1.28 2.49
C -4.529 -2.862 3.009 0.13 0.50 0.00
C -3.749 -4.084 1.097 -1.43 -0.03 -1.36
H -6.008 -1.485 1.507 0.00 -0.05 -0.34
H -3.519 -2.485 3.172 -0.07 0.60 0.30
H -4.573 -3.704 3.699 -0.14 -0.95 -0.76
H -5.313 -2.238 3.438 0.25 0.60 -0.39
H -2.733 -4.027 1.487 -0.19 0.61 0.12
H -4.181 -5.036 1.404 0.27 -0.36 -0.21
H -3.758 -3.993 0.010 0.31 -0.40 -0.01
C -3.282 4.374 3.798 2.10 -0.03 -1.12
O -4.402 4.346 4.205 -1.78 -0.05 0.73
N -2.183 3.838 4.364 -0.69 -0.46 1.83
C -0.918 3.856 3.703 2.15 -0.48 0.18
C -2.284 3.139 5.688 -0.73 -0.16 -1.14
H -2.957 4.834 2.852 -0.47 0.26 -0.30
H -0.447 2.878 3.613 -0.73 -0.66 -0.36
H -0.096 4.289 4.273 -0.38 0.88 0.54
H -0.837 4.321 2.721 -0.81 0.07 0.06
H -1.959 3.728 6.546 0.89 -0.12 -0.32
H -3.308 2.903 5.979 -0.37 0.38 -0.74
H -1.871 2.143 5.526 0.74 0.20 0.58
C -0.689 -5.482 2.849 0.65 -0.59 0.38
C -0.170 -4.083 2.509 -1.94 -0.75 -0.08
O 1.225 -4.010 2.640 1.59 -0.49 0.34
C 1.897 -3.145 1.902 -2.58 0.33 -1.82
O 1.399 -2.398 1.086 0.38 -0.23 0.83
C 3.386 -3.171 2.043 -0.79 -3.80 -1.36
F 3.790 -2.012 2.270 1.91 4.01 0.82
F 3.746 -3.982 3.043 0.58 -0.25 -0.19
F 3.906 -3.599 0.844 -0.18 0.07 1.37
H -0.178 -6.244 2.261 0.29 0.11 -0.05
H -1.740 -5.665 2.623 -0.08 0.65 -0.04
H -0.553 -5.743 3.899 0.11 0.09 0.07
H -0.577 -3.362 3.218 -0.26 0.22 -0.36
H -0.507 -3.922 1.485 0.37 0.72 -0.02
C -6.545 -2.871 6.469 0.76 0.34 -0.55
C -5.487 -1.827 6.919 -0.45 -0.30 -0.21
O -4.241 -2.135 6.277 2.23 0.01 -0.36
C -3.016 -1.686 6.784 -3.63 -2.28 0.22
O -2.960 -1.000 7.747 1.01 0.68 0.01
C -1.830 -2.455 6.093 -1.47 0.55 1.36
F -1.005 -2.852 7.135 -0.91 -0.03 -2.31
F -2.267 -3.474 5.293 1.30 0.98 1.43
F -1.251 -1.529 5.350 1.12 -0.34 -0.50
H -6.615 -3.799 7.036 -0.26 0.49 0.65
H -6.320 -3.279 5.483 0.36 0.45 -0.27
H -7.466 -2.309 6.313 -0.32 -0.49 0.51
H -5.348 -1.767 7.998 0.02 -0.15 -0.01
H -5.837 -0.855 6.574 0.25 0.12 -0.02
C 4.486 0.949 -3.972 -0.71 0.87 -0.96
C 5.426 0.513 -2.902 -0.32 -1.98 -0.78
O 6.135 1.594 -2.326 1.24 0.26 -1.02
C 5.754 2.080 -1.197 -1.90 -0.70 1.16
O 4.835 1.637 -0.527 1.51 1.21 -0.44
C 6.541 3.362 -0.785 1.43 -1.06 1.11
F 7.621 3.749 -1.555 -1.39 -1.03 1.05
F 5.728 4.359 -0.718 -1.26 1.63 -0.44
F 6.936 3.139 0.510 0.57 0.07 -1.05
H 4.965 1.117 -4.936 0.25 -0.03 0.04
H 3.996 1.894 -3.738 -0.18 -0.03 0.22
H 3.707 0.206 -4.142 0.03 -0.06 0.14
H 6.155 -0.143 -3.378 0.37 0.19 0.30
H 4.875 -0.135 -2.221 0.29 0.58 0.68
C 0.294 -3.656 -2.151 0.39 1.50 0.01
C 1.716 -4.156 -2.252 -0.06 -1.74 -0.58
O 1.931 -4.578 -3.586 0.05 0.72 -0.95
C 2.507 -5.824 -3.882 -2.00 -0.74 -0.63
O 3.399 -6.332 -3.209 2.14 -0.75 1.09
C 2.054 -6.268 -5.254 -1.95 1.55 3.44
F 1.996 -7.607 -5.438 1.52 0.44 -0.85
F 0.743 -5.904 -5.358 -0.99 0.13 -0.65
F 2.615 -5.526 -6.237 0.97 -0.94 -1.58
H 0.128 -3.077 -3.060 -0.43 -0.07 -0.13
H 0.242 -2.926 -1.343 -0.19 -0.02 0.32
H -0.515 -4.371 -2.000 0.45 -0.28 -0.23
H 1.805 -5.021 -1.595 0.54 -0.08 0.26
H 2.509 -3.433 -2.056 -0.32 0.28 0.57
C 2.803 5.710 -2.366 -0.13 0.56 -1.15
C 2.160 4.441 -2.866 -0.94 -0.58 2.73
O 1.622 4.480 -4.160 -0.54 -0.01 -2.70
C 0.478 5.140 -4.398 0.38 1.52 1.79
O -0.055 5.843 -3.554 0.04 -1.21 -1.82
C -0.033 5.065 -5.922 1.01 -1.23 -0.22
F 1.003 5.042 -6.786 0.56 0.88 0.47
F -0.663 3.923 -6.200 -0.63 -0.36 0.80
F -0.823 6.048 -6.290 -0.13 0.57 0.70
H 2.142 6.556 -2.555 -0.05 0.02 0.23
H 3.675 5.868 -3.000 0.36 0.20 0.32
H 3.063 5.686 -1.308 0.03 -0.29 -0.15
H 1.337 4.125 -2.225 -0.20 0.38 0.30
H 2.841 3.606 -2.706 0.19 -0.05 -1.07
C 1.536 1.165 -1.605 -0.32 -1.30 0.91
C 0.287 0.184 -1.591 2.39 1.37 -2.46
O -0.270 0.362 -0.340 -1.22 -0.61 2.30
C -1.263 -0.416 0.070 -1.90 -1.42 -2.04
O -1.888 -1.253 -0.595 1.82 1.98 1.98
C -1.749 0.035 1.492 1.39 -0.50 -1.01
F -1.317 -0.849 2.447 -0.98 0.74 -0.64
F -1.219 1.218 1.747 0.42 0.62 0.83
F -3.055 0.213 1.498 -0.28 -0.86 0.28
H 1.401 2.046 -0.979 -0.51 0.23 -0.36
H 1.955 1.421 -2.578 -0.46 -0.16 -0.06
H 2.298 0.628 -1.040 0.37 -0.06 -0.18
H 0.668 -0.824 -1.757 -0.39 -0.10 0.16
H -0.401 0.453 -2.391 -0.29 -0.17 0.19
C 1.653 0.380 3.361 0.35 -1.70 -0.33
C 2.115 1.257 2.221 -1.02 0.20 0.19
O 2.382 2.490 2.950 0.93 3.54 -0.89
C 2.616 3.655 2.185 -0.53 -3.91 -2.31
O 2.611 3.574 0.964 -0.05 0.84 2.13
C 2.931 5.010 2.861 -2.57 -1.47 -0.20
F 3.363 4.850 4.083 0.19 0.35 0.92
F 3.807 5.606 2.127 0.91 1.19 -0.49
F 1.743 5.741 2.870 1.48 -0.54 0.18
H 1.296 -0.601 3.046 -0.16 0.09 -0.66
H 0.827 0.762 3.961 0.39 0.47 0.03
H 2.529 0.076 3.934 -0.10 0.54 0.59
H 1.351 1.411 1.458 -0.21 0.30 0.22
H 2.965 0.884 1.649 0.40 0.16 0.48
C 3.476 2.616 -7.963 -0.60 -0.91 0.39
C 1.976 2.414 -8.098 -0.11 1.79 1.22
O 1.518 1.190 -7.520 -0.51 -2.38 -1.83
C 1.223 0.967 -6.267 1.64 4.86 1.99
O 1.369 1.850 -5.407 -0.67 -2.28 -1.28
C 0.838 -0.440 -5.909 -1.24 -2.20 0.68
F 1.902 -1.257 -6.066 -0.93 0.52 -0.49
F 0.451 -0.590 -4.621 0.54 0.79 -0.73
F -0.256 -0.835 -6.631 1.46 0.17 0.09
H 3.958 1.980 -8.705 0.35 0.45 -0.12
H 3.797 2.244 -6.990 0.09 0.33 0.12
H 3.661 3.687 -8.049 0.40 -0.20 -0.20
H 1.726 2.547 -9.150 -0.48 -1.08 0.03
H 1.436 3.213 -7.591 0.25 -0.21 0.04
C -6.387 1.531 3.538 0.33 0.35 0.67
Cl -7.321 1.428 5.078 0.25 -0.24 -0.61
Cl -7.224 0.818 2.170 -0.23 0.29 0.20
Cl -4.792 0.773 3.691 -0.29 0.04 0.36
H -6.199 2.598 3.418 -0.15 -0.22 -0.32
C -3.681 -2.290 -3.012 0.51 -0.09 -0.24
Cl -3.249 -4.030 -2.717 -0.23 1.31 -0.04
Cl -5.218 -2.210 -3.862 0.01 0.02 -0.07
Cl -2.383 -1.459 -3.944 -0.47 -0.49 0.18
H -3.774 -1.684 -2.110 0.02 -0.79 0.15
```
Positions in Å, forces in eV/Å.

Output
**LUMO (alpha / beta)**: 1.55 / 1.55 eV
**⟨S²⟩**: 0.753
**HOMO (alpha / beta)**: -0.006 / -5.043 eV
**Multiplicity**: 2
**Charge**: -1
**HOMO-LUMO gap (alpha / beta)**: 1.557 / 6.594 eV

(2)
This record from OMol25 describes a structure of composition C40H56F6N4O2PSSbSeV. The level of theory is wB97M-V/def2-TZVPD.

Geometry as XYZ:
```
113
Properties=species:S:1:pos:R:3:forces:R:3
V -0.629 -0.332 -0.212 -0.40 0.23 -0.22
C -6.495 -4.088 2.838 -0.05 -0.01 0.03
C -5.130 -3.927 2.242 0.06 0.00 0.00
C -3.993 -3.955 3.050 0.01 0.01 -0.05
C -2.733 -3.780 2.513 0.00 0.00 0.02
C -2.602 -3.553 1.150 0.05 -0.08 -0.01
C -3.715 -3.531 0.325 -0.05 0.00 -0.04
C -4.969 -3.725 0.877 0.06 -0.01 0.01
S -1.015 -3.380 0.416 -0.04 0.08 0.06
O -1.221 -3.225 -1.005 0.02 -0.01 -0.03
O -0.153 -4.411 0.913 0.00 -0.05 -0.07
N -0.378 -1.913 0.864 -0.05 0.09 0.00
C 0.445 -1.758 1.989 0.19 0.10 0.35
C 0.620 -2.611 3.052 0.03 -0.05 -0.15
C 1.467 -2.270 4.127 0.05 0.08 -0.01
C 2.152 -1.092 4.157 -0.04 -0.04 -0.04
C 2.011 -0.188 3.079 0.03 -0.04 -0.05
C 2.694 1.043 3.003 -0.03 -0.01 -0.08
C 2.512 1.865 1.922 -0.03 -0.05 0.02
C 1.626 1.468 0.913 0.00 0.03 0.00
N 0.972 0.322 0.955 -0.13 0.06 -0.06
C 1.159 -0.524 2.009 0.05 -0.04 0.23
H -6.462 -4.680 3.750 -0.01 -0.01 0.02
H -7.178 -4.567 2.138 -0.01 -0.01 -0.01
H -6.913 -3.111 3.091 -0.01 0.01 0.00
H -4.100 -4.126 4.113 0.00 -0.01 0.05
H -1.868 -3.819 3.157 0.03 -0.03 0.02
H -3.595 -3.360 -0.734 0.00 -0.01 -0.03
H -5.839 -3.709 0.234 -0.05 0.00 -0.03
H 0.146 -3.579 3.059 -0.01 0.01 -0.01
H 1.569 -2.977 4.938 0.02 -0.02 0.04
H 2.804 -0.838 4.980 0.02 0.00 0.03
H 3.364 1.323 3.806 0.02 0.02 0.02
H 3.030 2.808 1.833 0.01 0.02 0.00
H 1.441 2.091 0.045 0.00 -0.02 0.05
C 1.668 -4.421 -1.992 0.00 0.06 -0.05
C 2.334 -3.058 -1.824 0.05 -0.04 0.04
C 3.580 -3.020 -2.706 0.04 0.11 0.02
Sb 0.978 -1.404 -2.231 0.16 -0.06 -0.05
C -0.216 -2.188 -3.843 -0.10 -0.07 0.00
C 0.542 -2.523 -5.120 0.02 0.05 0.01
C -1.435 -1.314 -4.115 0.03 0.04 0.06
C 2.308 0.173 -2.916 -0.11 0.14 -0.04
C 2.845 0.046 -4.335 0.00 -0.08 -0.03
C 3.420 0.447 -1.898 0.00 -0.10 0.10
H 2.419 -5.197 -1.827 0.02 -0.02 0.02
H 1.290 -4.555 -3.006 0.00 -0.01 -0.04
H 0.858 -4.598 -1.300 -0.14 -0.01 0.10
H 2.626 -2.921 -0.778 -0.04 -0.01 -0.05
H 3.332 -3.201 -3.752 -0.02 0.00 -0.04
H 4.253 -3.822 -2.396 0.01 -0.01 0.01
H 4.134 -2.087 -2.647 0.01 0.02 0.03
H -0.564 -3.115 -3.380 0.03 0.03 0.01
H 0.876 -1.627 -5.642 0.00 0.01 -0.02
H -0.122 -3.065 -5.797 -0.02 -0.02 -0.02
H 1.411 -3.155 -4.941 0.05 -0.02 0.01
H -1.148 -0.343 -4.526 0.00 0.02 0.00
H -2.021 -1.142 -3.209 0.00 0.01 -0.02
H -2.080 -1.805 -4.846 -0.02 -0.02 -0.02
H 1.656 1.050 -2.901 0.00 -0.11 -0.05
H 3.411 -0.873 -4.487 0.00 0.01 -0.01
H 3.514 0.882 -4.547 0.04 0.05 -0.02
H 2.043 0.076 -5.071 0.00 0.01 -0.02
H 4.314 -0.139 -2.104 0.01 -0.06 0.00
H 3.124 0.241 -0.865 0.03 0.01 -0.08
H 3.716 1.497 -1.951 0.01 0.03 -0.01
C -0.982 2.719 -5.708 0.01 -0.04 0.01
C -1.986 3.721 -5.156 -0.04 0.05 -0.01
C -3.358 3.119 -4.859 -0.01 -0.02 -0.04
C -3.394 2.201 -3.642 0.02 -0.10 -0.04
N -3.123 2.937 -2.413 0.05 -0.04 0.13
C -2.043 2.826 -1.627 0.11 0.07 0.01
Se -0.569 1.720 -1.993 0.06 -0.07 0.12
N -2.169 3.667 -0.584 -0.06 -0.12 -0.09
C -1.159 3.918 0.441 0.04 0.01 0.00
C -0.063 4.857 -0.052 0.02 -0.02 0.02
C -0.517 6.294 -0.299 0.00 0.00 -0.04
C -0.807 7.066 0.982 0.02 0.02 -0.01
C -3.403 4.299 -0.671 -0.13 0.01 -0.07
C -4.051 5.190 0.176 0.01 -0.02 -0.07
C -5.318 5.594 -0.195 0.00 0.01 0.00
C -5.927 5.122 -1.364 -0.02 0.00 -0.01
C -5.287 4.232 -2.204 0.06 0.00 0.02
C -4.007 3.834 -1.835 -0.05 0.08 0.12
H -0.054 3.213 -5.990 0.04 0.02 0.00
H -1.379 2.224 -6.596 -0.01 -0.02 -0.04
H -0.733 1.953 -4.972 0.00 -0.04 0.01
H -2.119 4.530 -5.877 -0.01 0.00 0.00
H -1.587 4.191 -4.252 0.01 0.01 0.03
H -3.699 2.537 -5.719 0.01 0.00 -0.01
H -4.087 3.920 -4.723 0.00 0.00 0.00
H -2.653 1.403 -3.709 -0.07 0.08 -0.02
H -4.375 1.734 -3.528 0.02 0.01 -0.01
H -0.749 2.956 0.733 0.03 -0.02 0.01
H -1.682 4.319 1.308 0.01 0.00 -0.02
H 0.360 4.430 -0.966 0.00 0.00 0.00
H 0.737 4.853 0.695 0.00 0.01 0.01
H -1.395 6.295 -0.951 -0.01 0.02 0.00
H 0.266 6.813 -0.856 0.01 -0.02 0.01
H -1.653 6.659 1.534 -0.05 -0.05 0.03
H -1.036 8.109 0.767 -0.02 0.02 -0.01
H 0.056 7.048 1.649 0.03 0.01 0.01
H -3.599 5.547 1.087 0.04 0.03 0.07
H -5.859 6.284 0.436 -0.01 0.02 0.02
H -6.925 5.456 -1.609 -0.02 0.01 -0.01
H -5.765 3.859 -3.097 -0.02 -0.02 -0.03
F -2.752 -0.756 -0.427 -0.02 -0.05 0.03
P -3.518 0.204 0.774 0.07 -0.17 -0.10
F -3.959 1.172 -0.412 0.06 -0.02 0.06
F -2.890 -0.759 1.879 -0.14 0.19 -0.12
F -4.828 -0.648 0.667 0.01 0.14 0.02
F -4.021 1.229 1.856 0.04 -0.06 -0.02
F -1.962 0.990 0.755 0.12 -0.14 0.09
```
Positions in Å, forces in eV/Å.

Output
**LUMO (alpha / beta)**: -3.64 / -3.17 eV
**⟨S²⟩**: 2.050
**HOMO (alpha / beta)**: -10.809 / -10.739 eV
**Multiplicity**: 3
**Charge**: +1
**HOMO-LUMO gap (alpha / beta)**: 7.171 / 7.566 eV
**ΔE to the lowest compared entry with this formula, charge and spin**: 0.00 kcal per mole

no.,strongest force on any atom (eV/A),calculated total energy (a.u.)
1,5.50,-8179.5032
2,0.51,-6851.8821